The following is a DFT calculation (ωB97M-V/def2-TZVPD) of a molecular structure, C15H26IrNO2Sb2.

E: -1376.61316 a.u.
Orbital gap: 0.2416 Ha
Max |F|: 0.447 eV/Å
LUMO: -8.15 eV
Molecular weight: 688.1 Da
Net charge: +2
ΔE to the lowest compared entry with this formula, charge and spin: 0.000 eV

Positions of all 47 atoms, in Å:
Ir  -0.54202  1.65068  -1.00357
N  0.16873  0.75746  -2.68877
C  0.28951  1.71019  -3.84740
C  -1.05362  2.30283  -4.22525
C  -1.59207  3.35507  -3.27444
O  -2.09725  4.36976  -3.61185
O  -1.46834  3.04099  -1.93396
H  1.07167  0.31681  -2.52707
H  -0.45649  0.00672  -2.98050
H  0.69883  1.14566  -4.68653
H  1.01020  2.47829  -3.56839
H  -1.80469  1.51194  -4.32858
H  -0.96783  2.77402  -5.20352
C  2.74630  -0.56624  0.02112
Sb  1.47106  1.03044  0.56715
C  2.71484  2.74102  0.51187
C  0.99964  0.64071  2.61082
C  0.71130  -0.81749  2.82589
C  1.74126  -1.64570  3.26578
C  1.53412  -2.99884  3.48295
C  0.27853  -3.54449  3.26875
C  -0.75617  -2.72988  2.83717
C  -0.55674  -1.37065  2.60684
C  -1.71516  -0.54272  2.12952
Sb  -1.70208  -0.39864  -0.00228
C  -1.00194  -2.27182  -0.68031
C  -3.69747  -0.22042  -0.67280
H  3.59925  -0.56154  0.69830
H  3.10744  -0.43652  -0.99809
H  2.22754  -1.51748  0.11774
H  3.57322  2.55672  1.15635
H  2.16353  3.60689  0.87257
H  3.05340  2.92243  -0.50605
H  0.18057  1.30080  2.89439
H  1.87233  0.94838  3.18762
H  2.71663  -1.21836  3.46946
H  2.34604  -3.61890  3.83777
H  0.09928  -4.59466  3.45400
H  -1.74512  -3.15329  2.70031
H  -1.74581  0.46715  2.53552
H  -2.66683  -1.01845  2.37053
H  -1.74767  -3.01423  -0.39611
H  -0.06212  -2.51185  -0.18726
H  -0.88062  -2.29567  -1.76152
H  -4.25939  -1.06160  -0.26753
H  -3.73767  -0.24117  -1.75969
H  -4.11811  0.71564  -0.31095

Forces on atoms 1 to 3 (eV/Å):
Ir -0.052 0.039 0.094
N 0.023 -0.012 -0.059
C -0.013 -0.006 0.035

These are the Löwdin partial charges, in e, on atoms 1 to 6: number 1, Ir, carries 0.80; number 2, N, carries -0.12; number 3, C, carries -0.18; number 4, C, carries -0.08; number 5, C, carries -0.55; number 6, O, carries 0.19

The following is a DFT calculation (ωB97M-V/def2-TZVPD) of a gas-phase ion, C6H15N (charge +1) at a distorted geometry.

Spin multiplicity: 2
E: -292.00469 a.u.
Orbital gap (spin up / spin down): 0.4359 / 0.2455 Ha
Max |F|: 2.895 eV/Å
LUMO (spin up / spin down): -3.22 / -8.40 eV
Molecular weight: 101.2 Da
Net charge: +1
ΔE to the lowest compared entry with this formula, charge and spin: 1.564 eV

Positions of all 22 atoms, in Å:
C  -0.20664  2.18625  0.26165
C  0.76934  1.01939  0.08974
C  0.17361  -0.38543  -0.22587
C  -1.08506  -0.23288  -1.09556
C  -0.07223  -1.06890  1.12647
C  -0.15500  -2.60057  0.93400
N  1.58901  1.46214  -1.08285
H  -0.91261  2.28273  -0.55433
H  -0.85357  1.96354  1.13070
H  0.24289  3.06886  0.69258
H  1.62389  0.90283  0.79436
H  0.81605  -0.91602  -0.93360
H  -0.85338  0.13651  -2.09122
H  -1.48123  -1.22785  -1.27314
H  -2.00438  0.20809  -0.68110
H  0.75236  -0.87733  1.81155
H  -0.98646  -0.65617  1.55130
H  -0.93285  -3.02654  1.56050
H  0.77860  -3.10445  1.20884
H  -0.21866  -2.88989  -0.11458
H  1.37047  1.26795  -2.06889
H  1.64585  2.48773  -1.04054

Forces on atoms 1 to 3 (eV/Å):
C -0.537 -0.650 2.098
C 1.543 -1.273 -2.082
C -0.830 1.632 0.255

These are the Löwdin partial charges, in e, on atoms 1 to 6: number 1, C, carries -0.01; number 2, C, carries -0.30; number 3, C, carries -0.35; number 4, C, carries -0.07; number 5, C, carries -0.20; number 6, C, carries -0.08